[1]
{
  "formula": "C45H59N4O3PS3Se2TeV",
  "method": "ωB97M-V with the def2-TZVPD basis set",
  "species": ["V", "S", "C", "N", "C", "C", "N", "C", "C", "C", "C", "C", "C", "C", "C", "S", "C", "C", "C", "C", "C", "C", "C", "H", "H", "H", "H", "H", "H", "H", "H", "H", "H", "H", "H", "H", "H", "H", "H", "H", "H", "C", "C", "O", "P", "O", "Te", "O", "C", "C", "H", "H", "H", "H", "H", "H", "H", "H", "H", "H", "Se", "C", "C", "C", "C", "C", "C", "H", "H", "H", "H", "H", "C", "C", "C", "C", "C", "C", "H", "H", "H", "H", "H", "H", "H", "H", "H", "C", "N", "C", "C", "S", "N", "C", "C", "H", "H", "H", "H", "H", "H", "H", "H", "H", "H", "H", "H", "Se", "C", "C", "C", "C", "C", "C", "H", "H", "H", "H", "H"],
  "positions_angstrom": [[-1.223146, -0.819918, -0.218537], [0.932946, 0.207630, -1.061037], [0.580876, 1.878865, -1.164308], [1.576830, 2.810801, -1.346968], [1.314407, 4.159258, -0.861349], [-0.012012, 4.643782, -1.358158], [-1.061908, 3.667789, -1.135166], [-2.363974, 4.205261, -0.712768], [-2.366939, 4.514399, 0.762074], [-2.127370, 5.798911, 1.245060], [-2.084508, 6.038180, 2.615901], [-2.293359, 4.987900, 3.503908], [-2.555503, 3.708269, 3.022200], [-2.595240, 3.465102, 1.654543], [-0.788337, 2.343342, -1.127081], [-2.073650, 1.242495, -1.316393], [2.998463, 2.438569, -1.422759], [3.783942, 2.585170, -0.136759], [3.890848, 1.506367, 0.738822], [4.602137, 1.634524, 1.926488], [5.209388, 2.842061, 2.249682], [5.117392, 3.923180, 1.375080], [4.406808, 3.790800, 0.186421], [2.092171, 4.821835, -1.242293], [1.347048, 4.195415, 0.229035], [0.057043, 4.872099, -2.427777], [-0.267976, 5.563803, -0.833898], [-3.126088, 3.465534, -0.932773], [-2.567291, 5.096736, -1.309472], [-1.972809, 6.617054, 0.545917], [-1.886998, 7.037351, 2.986872], [-2.251735, 5.165272, 4.572177], [-2.716662, 2.880622, 3.702634], [-2.814501, 2.458004, 1.293267], [3.451710, 3.068742, -2.191962], [3.039911, 1.408033, -1.757361], [3.418941, 0.548107, 0.520735], [4.655649, 0.773231, 2.585313], [5.749296, 2.945867, 3.183895], [5.592131, 4.866484, 1.619107], [4.350025, 4.629452, -0.502871], [-5.039711, -3.219215, 2.323855], [-5.454638, -2.408301, 1.114557], [-4.332802, -2.285006, 0.244983], [-3.655807, -0.846966, -0.047470], [-4.239056, 0.172557, 0.919714], [-2.762801, -3.932689, -3.193340], [-4.309602, -0.578825, -1.544374], [-5.399102, 0.314293, -1.722314], [-5.269019, 0.976704, -3.078953], [-5.884872, -3.342366, 3.011484], [-4.224320, -2.712626, 2.847752], [-4.682590, -4.206102, 2.020143], [-5.807801, -1.425510, 1.418045], [-6.251033, -2.911562, 0.559927], [-5.418034, 1.042320, -0.912957], [-6.336889, -0.251280, -1.680496], [-4.348607, 1.562069, -3.129912], [-6.121354, 1.642177, -3.258335], [-5.242696, 0.224553, -3.874383], [-1.012396, -0.258774, 2.270502], [0.025498, 1.141193, 3.058837], [0.087785, 1.154769, 4.460097], [0.774890, 2.145670, 5.152992], [1.435394, 3.161192, 4.466072], [1.399797, 3.151739, 3.076226], [0.706329, 2.158305, 2.386088], [-0.422097, 0.366888, 5.004312], [0.797254, 2.120285, 6.237637], [1.977927, 3.932152, 5.001081], [1.938698, 3.914392, 2.523677], [0.696911, 2.151361, 1.305750], [-0.310906, -4.461082, 3.359537], [-0.842970, -4.876851, 1.978778], [-2.063842, -5.785153, 2.130309], [0.268774, -5.611784, 1.209910], [-1.205772, -3.661213, 1.232705], [-1.452811, -2.613630, 0.667786], [0.004267, -5.348117, 3.923062], [-1.083034, -3.930994, 3.921509], [0.542108, -3.789162, 3.247435], [-1.767574, -6.725905, 2.608685], [-2.501205, -6.007098, 1.154598], [-2.827863, -5.307871, 2.746667], [0.610145, -6.477795, 1.790215], [1.120883, -4.946612, 1.033795], [-0.107648, -5.958886, 0.243251], [-0.215975, 0.504153, -4.505592], [-0.819390, -0.829907, -4.315516], [-2.293717, -0.778313, -4.393058], [-0.230614, -1.700824, -3.467291], [-1.083348, -2.480189, -2.082494], [1.029413, -2.005950, -3.593610], [1.782644, -2.778849, -2.571574], [1.815606, -1.728646, -4.800500], [-0.816191, 1.220637, -3.946095], [-0.211538, 0.766596, -5.566979], [0.789989, 0.541167, -4.110919], [-2.542099, -0.036620, -5.156072], [-2.741047, -0.485993, -3.441226], [-2.691706, -1.745674, -4.675049], [1.717473, -2.348175, -1.575919], [2.825197, -2.765580, -2.871800], [1.412843, -3.800258, -2.535324], [1.166740, -1.420329, -5.610143], [2.326694, -2.650784, -5.071111], [2.564770, -0.958981, -4.615723], [2.901349, -2.354217, 1.078450], [4.377722, -3.115146, 0.138163], [4.933686, -2.499253, -1.008343], [5.995152, -3.056098, -1.721044], [6.567471, -4.260643, -1.323196], [6.052125, -4.887032, -0.189414], [4.992318, -4.331003, 0.519418], [4.507534, -1.552498, -1.327750], [6.382850, -2.539884, -2.594647], [7.390418, -4.697261, -1.876177], [6.483813, -5.825131, 0.146591], [4.604051, -4.836935, 1.395064]],
  "forces_ev_per_angstrom": [[0.3, 0.3, 0.6], [0.1, 0.1, 0.0], [-1.0, 0.1, -0.1], [0.5, 0.3, 0.2], [0.3, -0.3, -0.1], [-0.4, -0.1, -0.1], [-0.2, 0.9, 0.1], [0.2, -0.1, -0.1], [-0.2, -0.1, 0.0], [0.1, -0.1, 0.1], [0.0, -0.2, -0.1], [0.0, 0.0, -0.1], [0.1, 0.0, -0.1], [0.0, 0.0, 0.2], [1.2, -0.7, -0.3], [-0.2, -0.1, 0.0], [-0.3, 0.1, 0.1], [-0.1, -0.1, 0.1], [0.0, -0.1, 0.1], [-0.1, 0.0, -0.1], [0.0, 0.0, -0.1], [-0.1, -0.2, 0.0], [0.1, -0.1, 0.1], [0.1, 0.0, 0.0], [0.0, 0.0, 0.2], [0.0, 0.0, -0.1], [0.0, 0.0, 0.0], [0.0, 0.0, -0.1], [0.0, 0.1, 0.0], [0.0, 0.0, 0.0], [0.0, 0.0, 0.0], [0.0, 0.0, 0.0], [0.0, 0.0, 0.0], [0.1, 0.1, 0.0], [0.0, 0.1, -0.1], [0.0, -0.1, -0.1], [0.0, 0.1, 0.0], [0.0, 0.1, 0.0], [0.0, 0.0, 0.0], [0.0, 0.0, 0.0], [0.0, 0.0, 0.0], [0.0, -0.1, 0.1], [0.3, -0.1, 0.0], [-0.2, -0.3, 0.2], [-1.1, 1.0, 1.0], [0.3, -0.7, -0.8], [0.3, -0.2, 0.2], [0.1, 0.3, -0.3], [0.0, -0.3, -0.1], [-0.1, 0.0, -0.1], [0.1, 0.0, 0.0], [-0.1, 0.0, -0.1], [0.0, 0.1, 0.0], [0.0, 0.1, 0.0], [0.0, -0.1, -0.1], [0.1, 0.1, 0.1], [-0.1, -0.1, 0.0], [0.0, 0.0, 0.0], [0.1, 0.0, 0.0], [0.0, 0.0, 0.1], [0.2, 0.1, 0.2], [-0.1, 0.2, 0.0], [0.1, 0.1, 0.1], [-0.1, -0.1, -0.2], [-0.1, -0.1, -0.1], [-0.1, -0.2, 0.0], [0.1, 0.1, 0.1], [0.0, 0.0, 0.0], [0.0, 0.0, 0.0], [0.0, 0.0, 0.0], [0.0, 0.0, -0.1], [0.0, 0.1, -0.1], [0.0, 0.0, 0.0], [0.2, 0.2, -0.1], [0.0, -0.1, 0.0], [0.0, 0.0, 0.0], [-0.1, 0.0, 0.0], [0.1, -0.3, 0.1], [0.0, 0.0, 0.0], [0.0, 0.0, 0.0], [0.0, 0.0, 0.0], [0.0, 0.0, 0.0], [0.0, 0.0, 0.0], [0.0, 0.0, 0.0], [0.0, 0.0, 0.0], [-0.1, 0.0, 0.1], [0.0, 0.0, 0.0], [-0.1, -0.4, -0.2], [-0.4, 0.4, 0.2], [0.3, 0.3, 0.0], [-1.0, -0.1, 0.5], [0.1, -0.1, -1.0], [1.3, -0.3, -0.2], [-0.2, 0.1, -0.3], [-0.3, 0.0, 0.3], [0.0, 0.1, 0.0], [0.0, 0.0, 0.0], [0.2, -0.1, 0.1], [0.0, 0.0, 0.0], [0.0, 0.0, 0.0], [0.0, 0.0, -0.1], [-0.1, 0.1, 0.1], [0.1, 0.0, 0.0], [0.0, -0.1, 0.0], [-0.1, 0.0, -0.1], [0.0, 0.0, 0.0], [0.0, 0.1, 0.1], [0.3, -0.2, -0.2], [0.3, -0.1, -0.2], [0.0, -0.1, 0.1], [-0.2, 0.1, 0.2], [-0.2, 0.1, 0.1], [-0.1, 0.1, 0.0], [-0.1, 0.2, -0.1], [0.0, 0.0, 0.0], [0.0, 0.0, 0.0], [0.0, 0.0, 0.0], [0.0, 0.0, 0.0], [0.0, 0.0, 0.0]],
  "de_lowest_kcal_mol": 51.9,
  "total_charge": -2,
  "fmax_ev_per_a": 1.81,
  "total_energy_ha": -9745.76572,
  "orbital_gap_ev": [5.13, 5.13],
  "mol_weight_da": 1167.631,
  "lumo_energy_ev": [3.68, 3.67],
  "spin_multiplicity": 4,
  "s_squared": 3.786
}

***

[2]
{
  "formula": "C16H21N3O2",
  "method": "ωB97M-V with the def2-TZVPD basis set",
  "species": ["C", "C", "C", "O", "C", "C", "C", "C", "C", "O", "N", "C", "C", "C", "N", "C", "C", "N", "C", "C", "C", "H", "H", "H", "H", "H", "H", "H", "H", "H", "H", "H", "H", "H", "H", "H", "H", "H", "H", "H", "H", "H"],
  "positions_angstrom": [[6.606091, 2.468094, -0.860467], [6.755391, 1.415281, 0.230517], [5.400186, 0.960342, 0.763557], [4.736464, 0.262882, -0.273790], [3.490619, -0.215467, -0.056758], [2.905222, -0.894715, -1.130431], [1.633516, -1.411251, -1.028840], [0.907294, -1.270048, 0.153475], [-0.468176, -1.800964, 0.344170], [-0.909558, -2.106180, 1.436656], [-1.208563, -1.913246, -0.790765], [-2.586527, -2.338295, -0.764732], [-3.561562, -1.164065, -0.881058], [-3.444802, -0.219584, 0.320785], [-4.352498, 0.887373, 0.202303], [-5.678900, 0.892486, 0.530455], [-6.151302, 2.123536, 0.178342], [-5.150949, 2.867037, -0.361248], [-4.095372, 2.102267, -0.336188], [1.504066, -0.618935, 1.227635], [2.775414, -0.087808, 1.131809], [6.002569, 2.075689, -1.674454], [6.121615, 3.359661, -0.467905], [7.580030, 2.748863, -1.252751], [7.278239, 0.544773, -0.168010], [7.336952, 1.815323, 1.062702], [4.806736, 1.831543, 1.072883], [5.537248, 0.299346, 1.630506], [3.479923, -1.005284, -2.036617], [1.223270, -1.955835, -1.867113], [-0.856097, -1.527997, -1.651492], [-2.759091, -3.044196, -1.582685], [-2.733690, -2.850571, 0.189243], [-4.579758, -1.552533, -0.939386], [-3.361634, -0.604854, -1.799131], [-3.658390, -0.768162, 1.242160], [-2.426903, 0.173618, 0.388090], [-6.155043, 0.047289, 0.983513], [-7.140830, 2.521467, 0.279767], [-3.122928, 2.388027, -0.686355], [0.947032, -0.533621, 2.148582], [3.200569, 0.416087, 1.985137]],
  "forces_ev_per_angstrom": [[0.1, -0.2, 0.1], [-0.4, 0.0, -0.1], [0.4, 0.1, 0.3], [-0.1, -0.1, -0.2], [-0.3, -0.2, -0.1], [0.2, 0.1, 0.0], [0.0, 0.1, 0.2], [0.3, 0.1, 0.2], [0.0, 0.0, -0.2], [-0.1, 0.1, 0.3], [0.0, 0.0, -0.3], [-0.3, 0.0, 0.0], [0.3, -0.1, 0.3], [0.2, -0.5, -0.3], [-0.1, 0.3, 0.1], [-0.3, 0.0, 0.1], [-0.1, -0.2, 0.1], [0.1, 0.5, -0.3], [0.1, 0.1, 0.0], [-0.2, -0.2, -0.2], [0.3, 0.1, 0.0], [0.0, 0.0, -0.1], [0.0, 0.1, 0.0], [0.1, 0.1, -0.1], [0.1, 0.0, 0.1], [0.0, -0.1, 0.0], [0.0, -0.1, 0.0], [-0.1, 0.1, -0.1], [0.1, 0.0, -0.1], [0.0, 0.0, -0.1], [0.1, 0.0, 0.1], [0.0, 0.0, 0.1], [0.0, 0.0, -0.2], [0.0, 0.0, 0.0], [-0.1, 0.0, 0.0], [0.1, 0.1, 0.0], [-0.1, 0.0, 0.1], [-0.1, -0.2, 0.1], [-0.2, 0.0, 0.1], [0.3, 0.0, -0.1], [0.0, 0.0, 0.1], [0.1, 0.1, 0.0]],
  "de_lowest_kcal_mol": 41.5,
  "fmax_ev_per_a": 0.61,
  "total_energy_ha": -937.05767,
  "orbital_gap_ev": 9.27,
  "mol_weight_da": 287.363,
  "lumo_energy_ev": 0.62
}

***

[3]
{
  "formula": "BrH8O5V",
  "method": "ωB97M-V with the def2-TZVPD basis set",
  "species": ["O", "V", "Br", "O", "H", "H", "O", "H", "H", "O", "H", "H", "O", "H", "H"],
  "positions_angstrom": [[-2.653653, 1.513452, 4.589573], [-3.481023, 1.563182, 3.244433], [-0.720983, 0.722752, 0.813123], [3.303237, 3.345302, 0.647253], [2.698007, 2.610912, 0.750203], [2.843417, 4.091082, 1.032753], [-1.651533, -4.066258, 0.478083], [-1.641583, -4.357968, 1.389693], [-1.312843, -3.171498, 0.508723], [-2.424423, -0.150998, -3.994397], [-2.213733, 0.391912, -3.234727], [-3.003843, 0.394712, -4.526087], [3.312747, -1.337818, -0.572317], [4.200737, -0.980998, -0.592077], [2.745467, -0.567768, -0.534237]],
  "forces_ev_per_angstrom": [[-2.3, 0.2, -3.6], [3.7, -0.6, 2.4], [-1.4, 0.4, 1.2], [0.1, -0.1, -0.1], [-0.1, -0.2, 0.0], [0.0, 0.3, 0.1], [-0.2, 0.0, -0.1], [0.0, -0.2, 0.2], [0.2, 0.2, -0.1], [0.0, -0.2, 0.1], [0.1, 0.1, 0.1], [-0.1, 0.1, -0.2], [-0.2, -0.2, 0.1], [0.3, 0.0, 0.0], [-0.1, 0.2, -0.1]],
  "de_lowest_kcal_mol": 231.7,
  "total_charge": 1,
  "fmax_ev_per_a": 4.46,
  "total_energy_ha": -3898.49256,
  "orbital_gap_ev": [3.59, 3.90],
  "mol_weight_da": 218.907,
  "lumo_energy_ev": [-9.76, -9.46],
  "spin_multiplicity": 2,
  "s_squared": 0.803
}

***

[4]
{
  "formula": "CHN2O2P",
  "method": "ωB97M-V with the def2-TZVPD basis set",
  "species": ["C", "N", "N", "O", "O", "P", "H"],
  "positions_angstrom": [[0.125671, 1.367578, -0.907275], [-0.410667, 2.361145, -1.160175], [-0.019038, -1.400591, 0.039038], [0.343616, -2.207410, 0.917720], [-0.956446, -1.536697, -0.670303], [1.090825, 0.013876, -0.179040], [-0.173960, 1.402102, 1.960034]],
  "forces_ev_per_angstrom": [[-0.4, -0.8, 0.5], [0.3, -0.4, -0.2], [0.6, -1.1, 1.7], [-0.1, 1.5, -1.2], [-1.5, -0.2, -1.1], [0.8, 1.2, 0.4], [0.2, -0.3, -0.2]],
  "de_lowest_kcal_mol": 83.6,
  "fmax_ev_per_a": 2.11,
  "total_energy_ha": -639.78622,
  "orbital_gap_ev": [8.13, 9.36],
  "mol_weight_da": 104.005,
  "lumo_energy_ev": [-3.29, -1.22]
}